76
Properties=species:S:1:pos:R:3:forces:R:3 method="wB97M-V/def2-TZVPD" total_energy_ev=-213011.00943 homo_energy_ev=-11.178 total_charge=+1 homo_lumo_gap_ev=8.04
Zn -0.71311 0.94141 0.28023 -0.0190 0.0034 -0.1658
C 1.41212 -1.44283 -1.28838 -0.0161 -0.0132 -0.0197
C 0.19794 -2.22804 -0.79085 0.0277 0.0005 0.0308
As -1.41153 -1.11965 -0.90457 -0.0616 -0.0293 0.0456
C -2.84057 -2.23324 -0.26740 -0.0190 0.0035 -0.0018
C -3.99740 -1.60262 0.18518 0.0140 0.0082 -0.0103
C -5.05507 -2.35857 0.66606 -0.0013 -0.0162 -0.0002
C -4.95559 -3.74278 0.70451 -0.0104 0.0062 0.0049
C -3.80224 -4.37264 0.26009 0.0119 -0.0077 -0.0072
C -2.74236 -3.62080 -0.22813 0.0074 0.0004 0.0035
C -1.63768 -0.93285 -2.80482 0.0222 0.0322 -0.0091
C -1.08139 0.18507 -3.42048 -0.0089 -0.0115 0.0027
C -1.15708 0.32453 -4.79908 -0.0021 0.0050 0.0063
C -1.79943 -0.64497 -5.55538 -0.0073 -0.0133 -0.0046
C -2.36593 -1.75346 -4.93923 0.0046 0.0066 -0.0160
C -2.28406 -1.90274 -3.56311 -0.0077 0.0010 0.0195
As 1.62921 0.26971 -0.34080 0.0613 0.0326 0.0251
C 3.05068 -0.06634 0.91820 -0.0318 -0.0606 0.0306
C 4.26802 0.59827 0.83604 -0.0179 0.0070 -0.0189
C 5.26197 0.32629 1.76660 0.0135 0.0065 0.0005
C 5.04293 -0.60456 2.77083 -0.0036 -0.0074 0.0090
C 3.82388 -1.26422 2.85588 0.0122 0.0110 -0.0012
C 2.82383 -0.99093 1.93618 -0.0056 0.0190 -0.0237
C 2.38832 1.41535 -1.68384 0.0218 -0.0235 -0.0103
C 1.94926 2.73304 -1.76236 -0.0162 0.0103 0.0074
C 2.46696 3.57657 -2.73682 0.0015 0.0002 -0.0016
C 3.41659 3.10322 -3.62968 -0.0019 0.0034 0.0009
C 3.85595 1.78720 -3.55173 0.0047 -0.0050 -0.0006
C 3.34451 0.94191 -2.57968 -0.0066 0.0140 -0.0049
H 1.29795 -1.19034 -2.34497 -0.0052 -0.0200 0.0044
H 2.32497 -2.02825 -1.18025 0.0105 0.0114 0.0266
H 0.30724 -2.51995 0.25707 0.0195 -0.0017 -0.0043
H 0.06218 -3.13538 -1.38038 -0.0101 0.0142 -0.0227
H -4.07360 -0.52110 0.16376 -0.0022 0.0005 0.0050
H -5.95398 -1.86832 1.01483 0.0023 0.0034 -0.0009
H -5.77935 -4.33249 1.08400 0.0000 0.0016 -0.0006
H -3.72663 -5.45149 0.29041 0.0010 0.0011 0.0003
H -1.84824 -4.12440 -0.57362 0.0034 0.0010 -0.0010
H -0.59217 0.95364 -2.82881 0.0017 0.0097 -0.0138
H -0.72286 1.19144 -5.27926 0.0016 0.0020 0.0052
H -1.86617 -0.53408 -6.62948 0.0003 0.0010 0.0015
H -2.87424 -2.50182 -5.53252 0.0001 -0.0008 0.0031
H -2.73399 -2.76424 -3.08355 0.0050 -0.0008 -0.0032
H 4.44537 1.32325 0.05151 0.0065 0.0006 0.0054
H 6.21068 0.84257 1.70362 -0.0025 0.0036 -0.0021
H 5.82227 -0.81439 3.49135 -0.0012 -0.0007 -0.0007
H 3.64767 -1.98567 3.64282 -0.0066 -0.0006 0.0013
H 1.86683 -1.49460 2.02518 -0.0011 -0.0066 0.0091
H 1.20406 3.10469 -1.06683 -0.0008 -0.0079 0.0018
H 2.12724 4.60211 -2.79588 0.0018 0.0005 0.0001
H 3.81917 3.76076 -4.38875 -0.0017 -0.0005 0.0001
H 4.59928 1.42080 -4.24726 0.0006 0.0012 0.0004
H 3.69752 -0.08111 -2.51935 -0.0022 0.0000 -0.0003
C 0.37082 -2.21013 4.89740 0.0036 -0.0075 0.0059
C 0.70359 -0.90137 5.22553 0.0129 0.0014 -0.0048
C 0.29604 0.15012 4.42057 -0.0083 -0.0052 0.0106
C -0.44562 -0.12627 3.28061 -0.0219 0.0199 -0.0540
C -0.78114 -1.43044 2.94116 0.0149 -0.0203 0.0013
C -0.37803 -2.47534 3.75804 -0.0028 0.0146 0.0004
N -0.84230 0.89967 2.37219 0.0441 -0.0434 0.0697
N -1.07415 2.02013 2.85331 -0.0210 0.0452 -0.0318
C -1.40287 3.03313 1.90682 0.0098 -0.0071 0.0407
C -1.78823 4.25007 2.45807 -0.0034 0.0135 -0.0032
C -2.13651 5.28579 1.60745 -0.0004 -0.0003 0.0135
C -2.08397 5.08597 0.23487 0.0029 -0.0001 -0.0168
C -1.68422 3.85974 -0.29561 0.0042 -0.0036 -0.0110
C -1.33037 2.79658 0.52445 -0.0086 -0.0032 0.0701
H 0.69167 -3.02405 5.53395 0.0004 0.0014 -0.0008
H 1.29001 -0.69874 6.11182 -0.0031 -0.0028 0.0013
H 0.55563 1.17319 4.65487 0.0007 -0.0007 -0.0020
H -1.38604 -1.61786 2.06044 -0.0077 0.0027 0.0085
H -0.65404 -3.49196 3.51029 -0.0001 -0.0008 0.0008
H -1.81343 4.36374 3.53414 -0.0019 -0.0006 -0.0016
H -2.44580 6.24105 2.00894 0.0012 -0.0005 0.0000
H -2.35592 5.89444 -0.43239 0.0017 -0.0016 -0.0016
H -1.65503 3.74959 -1.37413 -0.0033 0.0033 -0.0006